17
Properties=species:S:1:pos:R:3:forces:R:3 method="wB97M-V/def2-TZVPD" total_energy_ev=-8892.560 homo_ev=-8.820 charge=0 relative_energy_kj_mol=250.5 gap_ha=0.36453 smiles="C=C1[C@@H]2C=C[C@H]1NC2"
C -0.355 -0.939 -2.076 -1.374 -0.541 0.234
C -0.102 -0.384 -0.904 -0.732 0.149 -1.424
C -1.077 -0.144 0.290 2.200 1.086 -0.533
C -0.111 -0.868 1.264 0.021 -0.911 1.079
C 1.123 0.351 -0.354 -1.089 -1.912 0.647
C 0.449 1.586 0.034 0.533 1.767 0.775
C -0.781 1.357 0.456 -1.959 -0.642 0.602
H 0.352 -1.136 -2.846 0.744 0.248 -0.348
H -1.372 -1.308 -2.326 0.701 0.225 0.434
H -2.138 -0.436 0.301 0.714 -0.155 -0.308
H -0.262 -1.946 1.145 0.161 0.044 -0.217
H -0.303 -0.704 2.320 -0.027 0.453 0.209
H 1.732 0.081 1.624 -0.610 -0.619 -0.512
H 2.050 0.550 -0.872 0.041 -0.734 -0.454
H 1.052 2.479 0.096 -0.349 0.448 0.121
H -1.548 1.978 0.950 0.861 0.043 -0.427
N 1.291 -0.517 0.898 0.164 1.052 0.122